1.
{
  "formula": "C6H11N",
  "method": "ωB97M-V with the def2-TZVPD basis set",
  "symbols": ["C", "N", "C", "C", "C", "C", "C", "H", "H", "H", "H", "H", "H", "H", "H", "H", "H", "H"],
  "coordinates": [[-0.5644, 2.6463, 0.3348], [0.1226, 1.6997, -0.5420], [0.4266, 0.3547, -0.3001], [-0.5040, -0.4515, 0.2594], [-0.2779, -1.9042, 0.4533], [-0.9942, -2.8488, 1.0671], [1.7005, -0.1882, -0.9854], [-0.0129, 3.5836, 0.2090], [-1.6433, 2.6529, 0.1730], [-0.3830, 2.3451, 1.3738], [-0.1177, 1.8687, -1.5108], [-1.5071, -0.0615, 0.4176], [0.6531, -2.3413, 0.0995], [-0.9488, -3.8706, 0.7080], [-1.8480, -2.6212, 1.7111], [2.3353, 0.6906, -1.1111], [1.5011, -0.5600, -1.9899], [2.0622, -0.9942, -0.3673]],
  "atomic_forces_ev_per_a": [[0.88, -1.16, 0.46], [0.43, 0.66, -0.64], [-1.19, -1.03, -0.83], [0.78, -0.90, 0.51], [0.65, 0.07, 0.26], [-1.57, 0.57, -0.17], [-1.20, 1.28, 0.58], [-0.85, 0.25, -0.04], [0.01, 0.54, -0.01], [-0.13, -0.04, -0.17], [0.41, 0.04, -0.01], [0.21, 0.00, 0.42], [-0.14, 0.40, -0.87], [0.73, -0.18, 0.71], [-0.04, 0.06, -0.42], [0.52, -0.47, 0.31], [-0.28, -0.15, 0.01], [0.76, 0.05, -0.09]],
  "e_homo_ev": -7.76,
  "lumo_ev": 0.95,
  "homo_lumo_gap_ev": 8.7,
  "smiles": "C=C/C=C(\\C)NC",
  "multiplicity": 1,
  "relative_energy_kj_mol": 215.7
}

2.
{
  "formula": "C20H27N3O2",
  "method": "ωB97M-V with the def2-TZVPD basis set",
  "symbols": ["O", "C", "N", "C", "H", "C", "N", "C", "C", "C", "C", "C", "C", "H", "H", "H", "H", "H", "C", "H", "C", "H", "H", "H", "H", "H", "H", "C", "H", "C", "C", "O", "N", "C", "H", "C", "H", "C", "C", "H", "C", "H", "H", "H", "H", "H", "H", "C", "H", "H", "H", "H"],
  "coordinates": [[-1.0473, -2.1238, -1.4736], [-0.7225, -1.3555, -0.6629], [0.5714, -1.2620, -0.5057], [1.3046, -0.3761, 0.5726], [1.3558, -0.7589, 1.4428], [2.8735, -0.0577, 0.3178], [3.6699, -1.2753, 0.3371], [4.9645, -1.3266, 0.1160], [5.7266, -0.1556, 0.1412], [7.0263, -0.1012, 0.3667], [7.7348, -1.5603, 0.4604], [7.1000, -2.6352, 0.3713], [5.6802, -2.3303, 0.3080], [5.0607, -3.5520, 0.4253], [7.5590, -3.4412, 0.4740], [8.8752, -1.3810, 0.7127], [7.5985, 0.9271, 0.4468], [5.2209, 0.8338, 0.2143], [2.7255, -2.5220, -0.4937], [3.5285, -3.1364, -0.9254], [1.7371, -1.9784, -1.3487], [1.2148, -2.9937, -1.5555], [2.0248, -1.4945, -2.0623], [2.4992, -3.2148, 0.5580], [2.8072, 0.3730, -0.9583], [3.1333, 0.5030, 1.0356], [0.8472, 0.6900, 0.7444], [-1.6055, -0.7804, 0.1912], [-1.0357, -0.5766, 1.3845], [-2.9353, -1.2726, 0.3964], [-3.9297, -0.2375, 0.2927], [-5.0190, -0.1844, 0.5350], [-3.2630, 0.9485, 0.0523], [-3.7746, 2.3950, -0.1708], [-2.9668, 3.0033, -0.4348], [-4.9980, 2.0734, -1.3112], [-4.9292, 1.3345, -1.9742], [-6.2516, 2.4817, -0.3464], [-5.8123, 3.4296, 0.5506], [-6.5197, 3.3984, 1.3714], [-4.6258, 2.8623, 1.2486], [-3.8334, 3.3120, 1.8793], [-4.7366, 1.9596, 1.7378], [-5.4975, 4.5875, 0.2237], [-6.8651, 2.9396, -1.3528], [-6.7660, 1.7436, -0.1922], [-4.7274, 3.1460, -1.9715], [-1.9300, 0.9151, -0.2414], [-1.2467, 1.4765, -0.0083], [-1.6110, 0.6444, -1.3679], [-3.0738, -1.9992, 1.1079], [-3.1161, -1.8947, -0.6587]],
  "atomic_forces_ev_per_a": [[-3.35, -4.16, -5.50], [3.49, -1.33, 0.16], [8.53, 3.16, 2.46], [0.03, 4.19, -6.38], [-0.49, -3.50, 6.21], [-3.91, -5.26, -9.84], [-6.96, -2.08, -1.54], [-0.26, 5.23, 0.26], [-0.94, 4.21, 0.24], [3.83, -2.41, 0.15], [6.12, 11.13, 1.05], [-7.75, 4.64, -1.05], [2.05, -14.35, 0.39], [1.44, 3.85, -0.24], [2.99, -7.52, 0.76], [-2.25, -1.01, -0.75], [-1.06, -2.60, -0.09], [0.08, -0.80, -0.53], [4.86, -0.46, 7.26], [-0.50, 0.51, -0.54], [-8.88, -6.99, 8.64], [0.45, 1.82, -0.95], [2.94, 5.43, -8.18], [-0.39, 2.10, -3.42], [0.69, -0.21, 3.85], [2.16, 5.07, 4.74], [0.50, -2.00, -0.81], [0.22, 7.68, 8.35], [-1.58, -0.89, -3.45], [-0.55, -3.37, -5.61], [8.25, 3.45, -0.39], [-10.82, -1.26, 1.88], [1.51, 4.19, -0.16], [-4.63, -5.81, 1.45], [1.02, 0.82, -0.58], [2.23, 10.07, 4.40], [0.23, -3.46, -1.94], [3.53, 5.58, -12.59], [1.12, 5.39, 4.82], [-0.88, 1.29, 0.08], [4.84, -0.26, -3.94], [-1.03, 1.14, -0.41], [-1.12, -2.01, 0.77], [-1.38, -3.17, 0.41], [0.71, -0.55, 3.11], [-5.25, -7.95, 3.08], [-1.36, -2.96, 1.21], [-3.37, -12.24, -6.05], [6.48, 6.52, 3.77], [-1.28, 1.42, 1.19], [-0.50, -1.38, 1.95], [0.19, 1.10, 2.33]],
  "e_homo_ev": -7.87,
  "lumo_ev": 0.48,
  "homo_lumo_gap_ev": 8.3,
  "multiplicity": 1,
  "relative_energy_kj_mol": 1978.5
}

3.
{
  "formula": "C4H2F2O",
  "method": "ωB97M-V with the def2-TZVPD basis set",
  "symbols": ["C", "C", "C", "C", "O", "F", "F", "H", "H"],
  "coordinates": [[-0.2053, -0.3891, -0.9291], [1.0785, -0.2815, -0.8651], [1.8670, 0.3756, -0.0376], [-1.2119, -0.2693, -0.0963], [-2.2528, 0.5579, 0.0723], [2.7466, -0.2066, 0.8120], [-1.3813, -1.3427, 0.7126], [2.2745, 1.3303, -0.3413], [-2.9154, 0.2253, 0.6725]],
  "atomic_forces_ev_per_a": [[0.16, 0.58, -0.87], [-1.67, 0.31, 1.30], [3.35, 0.10, -1.01], [-2.11, -1.47, 0.96], [1.42, 0.89, -1.39], [-0.64, -0.15, 0.02], [-0.15, -0.15, 0.34], [-0.28, 0.51, 0.29], [-0.07, -0.62, 0.35]],
  "e_homo_ev": -8.67,
  "lumo_ev": 0.01,
  "homo_lumo_gap_ev": 8.7,
  "smiles": "OC(F)=C=C=CF",
  "multiplicity": 1,
  "relative_energy_kj_mol": 349.3
}

4.
{
  "formula": "C3H3FN2O3",
  "method": "ωB97M-V with the def2-TZVPD basis set",
  "symbols": ["C", "C", "C", "N", "N", "O", "O", "O", "F", "H", "H", "H"],
  "coordinates": [[0.6864, -1.0844, -0.1920], [-2.6259, 0.8672, 0.2585], [1.6609, 0.2392, 0.0272], [1.2077, -2.1678, 0.0472], [1.5714, 1.3783, -0.4410], [-2.4417, 0.1160, 1.1859], [1.1387, 2.0014, -1.3888], [2.1160, -2.7219, 0.5931], [2.5480, 0.0193, 0.9426], [-0.2958, -0.8756, -0.6432], [-3.3270, 1.6381, 0.3413], [-2.2386, 0.5904, -0.7308]],
  "atomic_forces_ev_per_a": [[0.96, 5.18, -0.92], [0.34, -2.73, 0.25], [-2.82, -2.92, -0.35], [-0.76, -2.19, 0.61], [0.78, 0.75, -0.47], [0.36, 0.42, -0.09], [-0.88, 0.33, -0.44], [0.80, -0.18, -0.04], [1.22, -0.35, 1.42], [0.67, -0.67, 0.24], [-0.98, 1.88, 0.04], [0.31, 0.47, -0.26]],
  "e_homo_ev": [-9.64, -9.87],
  "lumo_ev": [-1.13, -0.91],
  "homo_lumo_gap_ev": [8.5, 9.0],
  "smiles": "O=N/C=C(\\F)N=O.C=O",
  "multiplicity": 1,
  "relative_energy_kj_mol": 229.9
}

5.
{
  "formula": "CH3O4P",
  "method": "ωB97M-V with the def2-TZVPD basis set",
  "symbols": ["C", "O", "O", "O", "O", "P", "H", "H", "H"],
  "coordinates": [[1.6714, 0.2865, 0.2827], [0.4470, 0.8314, 0.2783], [-2.0424, 0.7292, 0.3513], [1.9077, -0.8639, 0.0497], [-0.9501, -1.2231, -0.6378], [-0.9289, -0.2760, 0.6865], [2.2747, 1.1221, 0.2470], [-2.0676, 1.1999, -0.4541], [-0.3119, -1.8062, -0.8036]],
  "atomic_forces_ev_per_a": [[-2.47, -0.61, -1.83], [-1.60, -1.29, 0.89], [-1.66, 0.48, 1.09], [0.40, -0.41, 0.74], [-4.58, 4.32, 0.86], [2.87, -1.14, 0.13], [2.63, 1.47, 0.45], [0.07, 0.81, -1.68], [4.35, -3.63, -0.67]],
  "e_homo_ev": -10.03,
  "lumo_ev": 0.74,
  "homo_lumo_gap_ev": 10.8,
  "smiles": "O=COP(O)O",
  "multiplicity": 1,
  "relative_energy_kj_mol": 55.9
}

6.
{
  "formula": "C5H12O2",
  "method": "ωB97M-V with the def2-TZVPD basis set",
  "symbols": ["C", "O", "C", "C", "C", "C", "O", "H", "H", "H", "H", "H", "H", "H", "H", "H", "H", "H", "H"],
  "coordinates": [[-1.9845, -1.4884, 1.4551], [-1.2960, -0.2904, 1.2156], [0.3261, 1.0592, -1.0448], [0.3247, 2.3006, -0.1563], [1.4213, 0.0659, -0.7421], [1.1957, -1.3737, -0.8808], [1.2822, -0.7835, 0.4124], [-3.0528, -1.2588, 1.4482], [-1.7287, -1.9301, 2.4280], [-1.8012, -2.2496, 0.6813], [-0.6407, 0.5567, -0.9499], [1.3052, 2.7893, -0.1324], [0.0327, 2.0475, 0.8673], [-0.4008, 3.0280, -0.5346], [2.4444, 0.4298, -0.8498], [0.4503, 1.3499, -2.0982], [0.1994, -1.7146, -1.1627], [2.0082, -2.0492, -1.1430], [-0.3466, -0.4951, 1.1414]],
  "atomic_forces_ev_per_a": [[-0.29, -0.34, 0.10], [0.19, 0.13, 0.03], [0.00, -0.05, -0.11], [0.02, 0.05, 0.05], [0.07, 0.11, -0.10], [0.01, -0.17, -0.31], [0.01, 0.12, 0.18], [0.09, -0.07, 0.05], [-0.06, 0.05, -0.09], [0.01, 0.12, 0.06], [0.11, 0.04, -0.08], [-0.10, -0.08, -0.01], [0.09, 0.02, -0.13], [0.10, -0.09, 0.08], [-0.14, -0.05, -0.03], [-0.01, -0.05, 0.17], [0.12, 0.07, 0.05], [-0.07, 0.14, 0.10], [-0.15, 0.07, -0.02]],
  "e_homo_ev": -9.86,
  "lumo_ev": 1.08,
  "homo_lumo_gap_ev": 10.9,
  "smiles": "CC[C@@H]1CO1.CO",
  "multiplicity": 1,
  "relative_energy_kj_mol": 200.6
}